54
Properties=species:S:1:pos:R:3:nbo_charge:R:1 method="wB97M-V/def2-TZVPD" spin_multiplicity=1 total_energy_ha=-8633.02195 e_homo_ev=-5.5 e_above_lowest_kj_mol=0.0 total_charge=-1
Sr 1.30231 -0.47430 -0.39282 1.87
C 0.54610 0.62562 -3.65920 0.38
C 0.49276 -0.11960 -4.88110 0.15
P 2.17011 -3.68228 1.16118 2.56
C 0.96593 6.23566 0.26978 -0.19
I -1.29754 1.94094 0.47392 0.14
O -0.73128 -1.70640 0.71238 -1.15
O 1.10999 0.10479 -2.61424 -0.94
C -0.74684 2.34160 -4.80956 -0.05
C -0.74935 1.51226 -5.90406 -0.03
Cl 4.94189 -1.34767 4.09514 -0.35
O -1.25199 -2.50415 3.03913 -0.97
F 4.57274 1.57234 2.67531 -0.61
H -0.06262 3.86309 2.44244 0.23
C 0.10892 4.37194 1.50399 -0.21
P -0.14173 -2.22226 1.95640 2.57
H -1.26897 1.81168 -6.80813 0.18
H -0.93435 -3.01830 3.79110 0.51
C 0.74151 5.60226 1.48426 -0.22
C 0.57222 5.63288 -0.90955 -0.24
H 0.75182 6.11298 -1.86357 0.22
F 3.54647 3.47557 1.40571 -0.61
Cl 5.73458 -2.29157 0.82122 -0.34
F 4.69090 1.63668 0.21414 -0.61
O 2.55539 -5.08546 1.06133 -1.09
O 2.10161 -2.73009 0.01263 -1.24
H 1.08436 -1.86642 -5.93277 0.22
C -0.28643 3.77175 0.31643 -0.22
O 2.97828 -2.92524 2.36564 -1.22
H 1.06301 6.05576 2.41200 0.21
Cl 5.45782 -4.66804 3.30123 -0.36
C -0.04706 1.90967 -3.65918 -0.16
N -0.13119 0.31596 -5.95003 -0.41
F 2.12248 1.78475 2.50074 -0.62
H 1.45923 7.19861 0.24017 0.21
H -2.30370 3.62290 -4.10752 0.17
C -1.52625 3.63232 -4.88038 -0.08
H -0.49881 4.83728 -3.82651 0.49
H 0.84111 2.23632 -1.73970 0.18
H 1.73022 -1.48598 2.81227 0.55
H 0.71274 -2.14784 -4.21432 0.22
N -0.38226 3.82033 -2.16618 -0.54
C 0.14431 2.68622 -2.44622 0.16
Ge 4.71961 -2.81486 2.59391 1.70
H -2.02246 3.67819 -5.85086 0.18
F 2.25532 1.81980 0.06833 -0.68
O 0.86860 -1.13358 2.52169 -1.02
O 0.67515 -3.56621 1.90231 -1.09
C -0.03776 4.37715 -0.91808 0.20
As 3.44975 1.76692 1.39606 2.84
C 1.16670 -1.45691 -4.92842 -0.64
O -0.74238 4.80624 -4.76674 -0.74
F 3.23542 -0.00958 1.28098 -0.68
H 2.21826 -1.37154 -4.64735 0.22



13
Properties=species:S:1:pos:R:3:nbo_charge:R:1 method="wB97M-V/def2-TZVPD" spin_multiplicity=1 total_energy_ha=-286.36167 e_homo_ev=-9.4 e_above_lowest_kj_mol=708.8
H 0.42889 1.69191 1.14920 0.22
N 1.36176 -0.25729 0.69218 -0.60
H -1.82209 -2.03779 -0.73701 0.17
H 2.09517 -0.92290 0.57728 0.36
C 0.86430 0.39124 -0.48747 -0.17
H 1.65522 0.86054 -1.22719 0.21
H 0.90164 -1.57800 -1.02788 0.21
C 0.46662 -0.90016 -0.36802 -0.14
O -1.46118 0.45377 0.16246 -0.56
H -0.32689 2.43872 -0.73747 0.22
H -1.25550 -1.32959 1.16544 0.21
C -0.17157 1.31060 -0.03561 -0.08
C -1.07924 -0.96035 0.00655 -0.06



89
Properties=species:S:1:pos:R:3:mulliken_spin:R:1 method="wB97M-V/def2-TZVPD" s2=1.25 spin_multiplicity=2 total_energy_ha=-4316.79752 e_homo_ev="-15.1 / -14.8" total_charge=+3
S -3.17650 -3.84893 2.74099 0.01
N -2.40612 0.40769 -0.37908 0.01
H 4.45322 -2.80098 -2.61243 0.00
C 2.90204 1.98901 -3.39910 0.00
C 1.69328 2.83688 -0.69012 0.00
C -1.10298 -2.46294 2.99243 0.03
H -3.73413 0.16557 -3.44993 0.00
H -1.08411 -2.37493 -3.76059 0.00
C 4.55755 -0.49377 0.69416 0.00
H 3.80670 -3.46077 1.27694 0.00
C 0.98727 -1.99444 4.39180 0.00
H 3.05713 -4.11234 -0.17838 0.00
H 2.28896 -4.35200 -4.44353 0.00
H -0.42160 1.42215 -3.81894 0.00
C 1.82289 -3.91957 -3.55385 0.00
C -2.23199 4.79049 5.48328 0.01
H 2.83718 1.62106 2.97142 0.00
H -0.51099 -2.42850 -5.41982 0.00
S 2.18100 -0.76980 4.39790 0.01
H 1.18108 1.96273 2.45961 0.00
C -0.19466 2.12335 -3.01524 0.00
C 2.59756 -1.32225 -5.07198 0.00
H -4.75660 -2.89558 0.66720 0.00
H -3.42845 -2.36771 -0.36326 0.00
H 2.28922 -0.31412 -5.34849 0.00
H 3.61454 -1.28653 -4.67900 0.00
C -2.88172 1.76610 1.52387 0.01
H -4.41289 5.12523 2.90873 0.00
N -3.63459 2.68597 2.14420 0.04
C -3.67243 4.67160 3.55679 0.01
Sb 1.65720 -0.74348 -1.67595 0.00
N -1.90711 1.11288 2.08958 -0.07
H 0.93213 -4.50697 -3.32953 0.00
S -0.22255 -2.96320 -0.89945 -0.37
C 0.13610 -1.79481 3.35711 0.00
H -4.25881 -1.20353 0.69203 0.00
C -1.70932 -3.53725 3.54588 0.00
H -0.63967 -0.87222 -4.61047 0.00
H 0.95793 -2.75785 5.15214 0.00
H -1.37669 -4.14240 4.37333 0.00
Si 1.46341 1.82686 -2.23289 0.00
H 2.62838 2.61792 -0.17453 0.00
H -0.97968 3.07827 5.83427 0.00
O -0.75010 -3.79121 0.16976 -0.19
C -2.23656 2.82424 4.11500 0.00
C -3.89867 -2.22864 0.61189 0.00
C -3.15662 1.42353 0.10203 0.01
S -1.76441 1.15228 3.81272 0.00
N -0.00156 -1.44008 -0.48217 0.02
C -0.37956 -1.92102 -4.45898 -0.01
H 4.05746 -0.44601 1.66048 0.00
H -1.86383 5.32951 6.34490 0.00
H -0.18362 3.12731 -3.45091 0.00
C -3.58987 0.55272 -2.45082 0.00
H -5.10494 2.07255 -2.57794 0.00
Si 1.39035 -2.14759 -3.92924 0.01
C -4.11692 2.05016 -0.67104 0.00
C -2.92803 -2.53696 1.69631 0.05
H 1.73386 3.88655 -0.99829 0.00
C 1.98352 1.22245 2.42617 0.00
C 3.12044 -3.22793 0.45734 0.00
H 2.27887 1.07157 1.38747 0.00
H 5.13677 -1.17157 -2.44544 0.00
H -1.00129 2.09430 -2.28105 0.00
H 2.62906 -1.91395 -5.99232 0.00
Tc -0.86297 -0.34075 0.94457 1.53
Si 3.78692 -1.74268 -0.44419 0.00
H 0.86679 2.74012 0.01799 0.00
C -4.34663 1.60320 -1.96580 0.00
H -1.99940 -0.81631 -1.98104 -0.04
C -2.62370 -0.00488 -1.63141 0.05
H 2.66007 1.65932 -4.40872 0.00
H 4.62027 0.50940 0.26972 0.00
H 3.16565 3.04946 -3.45527 0.00
C 4.87856 -2.08672 -1.90768 0.00
H -4.69672 2.87978 -0.29233 0.00
C -1.73319 3.52584 5.19890 0.00
H -4.41205 3.09051 1.64855 0.00
C -3.19978 5.35762 4.66868 0.00
H 2.52387 -4.04302 -2.72837 0.00
C 1.50256 -0.05439 3.01700 0.00
N -1.80172 -1.89111 1.93508 -0.08
N 0.45748 -0.71047 2.56173 -0.02
C -3.19322 3.40145 3.29695 0.00
H -3.58702 6.34208 4.89076 0.00
H 3.79845 1.46034 -3.06722 0.00
H 5.81765 -2.51168 -1.53997 0.00
H 5.58413 -0.82675 0.87755 0.00
H 2.13840 -3.04947 0.90150 0.00



119
Properties=species:S:1:pos:R:3:mulliken_charge:R:1 method="wB97M-V/def2-TZVPD" spin_multiplicity=1 total_energy_ha=-4034.19729 e_homo_ev=-9.5 e_above_lowest_kj_mol=1293.4 total_charge=+1
C 6.32916 4.76976 -1.36598 -1.16
H -0.74384 0.31502 -8.84959 0.37
P 6.17380 2.04264 -1.03766 0.34
C 0.82083 -5.51612 6.34335 -0.96
H 7.03000 -0.73345 -1.34649 0.28
H -5.88480 5.70547 0.62909 0.30
O -1.62776 -3.22775 6.59099 -0.81
C -1.01247 6.23939 0.47223 -1.07
H -0.52888 0.07907 -4.68877 0.32
H 8.00888 -0.37918 -2.75785 0.42
N -3.22579 -5.34668 7.30385 0.30
H 7.33599 2.61363 -3.72400 0.30
C -3.43988 -6.74329 7.49866 -1.17
H -4.62224 -4.38836 6.11201 0.32
H 7.39568 4.54971 -1.41296 0.36
H -1.69039 -2.99274 9.80543 0.29
O -2.19732 -1.22329 -7.41431 -0.88
H -1.68489 -3.97120 -5.62636 0.32
C -0.72656 -3.30593 9.40417 -1.08
H -3.66712 5.84543 4.28345 0.28
C 4.28802 3.75528 -2.29729 -0.94
H 1.14550 -5.58609 5.30518 0.46
N -0.64227 -5.64949 6.33083 0.07
H -5.04235 6.61656 3.81673 0.34
C 4.34713 1.48453 0.77916 -0.99
H 1.16136 -4.58864 -8.17684 0.39
H -0.70585 6.79191 -0.41592 0.38
H -4.38480 7.67297 0.64017 0.30
H -1.44270 3.76430 -0.96044 0.37
H -3.96096 2.27636 -0.51327 0.31
C -4.44627 -4.56525 7.17307 -1.07
H -0.65254 -5.15997 4.35477 0.44
H 1.87885 -3.23009 -7.86314 0.25
H -4.41648 -7.14985 7.23584 0.41
C -1.04169 -6.01812 4.90270 -1.20
H -1.45026 -6.54055 9.16908 0.22
C 6.84053 1.64274 -3.72634 -1.08
N 4.82767 1.10681 -0.56888 0.16
H -0.76593 -1.92701 1.26514 0.19
H 2.04401 0.26291 -6.18201 0.31
H 4.20807 4.70483 -2.82650 0.36
C -1.17024 -3.63281 -8.71612 -1.13
C -1.65291 -3.19320 -4.86361 -1.02
C -1.95424 4.68992 -1.22436 -0.93
C 3.75178 0.58117 -1.42787 -0.86
C 7.01482 -0.25830 -2.32735 -1.20
N -4.62181 4.09319 0.54714 0.17
P -1.63770 -4.55745 7.22101 0.38
H -4.17785 -3.55678 7.48777 0.27
N 6.67410 1.12231 -2.39468 0.31
H -2.66297 -2.97401 -4.51741 0.30
H -2.90006 4.53995 -1.74497 0.22
H -5.32626 -4.86789 7.74064 0.42
H -1.21342 5.12788 -1.89329 0.35
H 5.25476 1.41484 1.37870 0.33
H -0.31223 -2.65162 8.63715 0.28
H 1.13444 -6.24420 7.09144 0.23
H -0.26061 5.55205 0.86000 0.31
H -2.68934 -7.39904 7.05731 0.39
H 1.09902 -3.89541 -6.43087 0.38
C -5.61800 4.95272 -0.11273 -0.93
H -5.64312 2.22752 -0.16006 0.38
H -0.96387 -5.45944 10.53070 0.49
H -1.43112 6.87705 1.25084 0.31
O -1.18430 -1.05996 1.43163 -0.79
H -2.11409 -6.20772 4.85678 0.33
C 1.65525 -0.60064 -6.72168 -1.11
H 0.97814 -0.26724 -9.22836 0.33
H -2.20859 -3.30796 -8.64976 0.33
Ca -2.42614 0.15493 4.18618 1.55
H 1.15641 -4.52345 6.64354 0.29
H -0.07407 -3.47979 10.25982 0.49
H -5.33739 5.22964 -1.12893 0.28
H -4.49307 2.16952 1.19894 0.18
N -0.87071 -4.57566 8.78047 0.19
H 3.17844 -0.06671 -0.76480 0.48
H 0.55570 1.33308 -8.49865 0.36
O 7.35106 2.21219 -0.08503 -0.81
H 3.08115 1.39389 -1.70685 0.26
H -3.42392 -6.97638 8.56332 0.39
N 0.30403 -0.37251 -7.18201 0.07
C -4.39085 5.81487 3.46897 -0.90
H 6.32614 5.49734 -2.17760 0.39
H 5.88164 1.61319 -4.24380 0.28
H 4.26837 -0.12291 -2.08016 0.09
H 1.82008 -1.55363 -6.21892 0.41
H -1.17947 -3.54149 -3.94565 0.36
H -4.20147 8.18654 2.41528 0.44
C -1.06030 -0.82095 -4.37947 -1.10
H 4.25307 3.03280 -3.11271 0.30
H -0.69679 -1.04697 -3.37704 0.36
C -3.85343 7.57026 1.58631 -0.95
H -0.43468 -6.86888 4.59307 0.36
N -0.28367 -2.99725 -7.74946 0.36
H -6.56998 4.45767 -0.30446 0.38
H 2.30270 -0.67002 -7.59579 0.29
C 0.98888 -3.74768 -7.50518 -1.05
P -0.86837 -1.60953 -6.94565 0.57
N -3.85685 6.13765 2.11260 0.15
H 0.27419 -6.20129 9.59868 0.26
P -3.21581 4.79549 1.22226 0.34
N -2.12297 5.45869 0.03470 0.18
H 6.27089 5.26600 -0.39724 0.33
O -2.56670 3.73761 2.17020 -0.86
H 3.50029 0.88914 1.12043 0.36
H 4.01711 2.51886 0.87591 0.32
H -0.81828 -3.26054 -9.67822 0.39
C 0.30663 0.27379 -8.56166 -1.05
H 7.37562 1.03213 -4.45362 0.41
H 6.17985 -0.76313 -2.81324 0.41
N 5.52065 3.53554 -1.59122 0.34
H -1.07087 -4.71825 -8.72027 0.36
C -4.69519 2.60711 0.22131 -0.85
C -0.73487 -5.79671 9.51981 -0.97
H 3.38338 3.65186 -1.69810 0.21
H -2.12843 -0.61570 -4.30820 0.34
H -4.81835 4.81922 3.35048 0.27
H -2.87470 7.93509 1.27474 0.27
N -0.88000 -2.03588 -5.31234 0.19